No. 1
Molecular formula: C4H4P2
Method: DFT, the ωB97M-V functional and the def2-TZVPD basis

**LUMO level (alpha / beta)**: -0.0305 / -0.0219 Ha
**Frontier orbital gap (alpha / beta)**: 7.1900 / 7.8950 eV
**Total charge**: 0

Each line ends with the natural charge from an NBO analysis.
Positions of all 10 atoms, in Å:
C: -0.656 -1.018 -0.691  -0.488
C: -0.241 0.511 1.274  -0.680
C: -0.229 0.354 -0.176  -0.398
C: 1.215 0.111 -0.711  -0.486
P: 0.842 -1.392 -1.427  0.667
P: 0.851 0.277 2.485  0.486
H: -1.731 -1.410 -0.703  0.228
H: -1.214 0.360 1.779  0.227
H: -0.610 1.270 -0.693  0.234
H: 1.773 0.936 -1.137  0.210

No. 2
Molecular formula: C4H4P4
Method: DFT, the ωB97M-V functional and the def2-TZVPD basis

**LUMO level**: -0.0063 Ha
**Frontier orbital gap**: 8.2601 eV
**Total charge**: 0

Each line ends with the natural charge from an NBO analysis.
Positions of all 12 atoms, in Å:
C: 2.086 -0.466 -1.001  -0.903
C: -1.777 -0.312 1.745  -0.967
C: 0.419 0.165 0.586  -0.824
C: -0.265 1.328 1.100  -0.723
P: 0.423 -1.178 -0.701  0.630
P: -2.152 1.050 0.898  0.706
P: 2.306 0.537 0.312  0.681
P: -0.038 -0.031 2.418  0.715
H: 2.917 -0.719 -1.551  0.218
H: -2.603 -1.095 2.022  0.247
H: -0.124 -0.790 -1.971  -0.026
H: 0.145 2.347 1.022  0.247

No. 3
Molecular formula: C4H4S
Method: DFT, the ωB97M-V functional and the def2-TZVPD basis

**LUMO level**: -0.0231 Ha
**Frontier orbital gap**: 7.9491 eV
**Total charge**: 0

Each line ends with the natural charge from an NBO analysis.
Positions of all 9 atoms, in Å:
S: 2.617 -1.654 0.871  0.047
C: 1.231 -0.831 0.707  -0.085
C: -0.108 -1.203 0.707  -0.310
C: -0.576 -0.152 -0.023  -0.064
C: 0.747 0.513 -0.262  -0.481
H: -0.462 -2.062 1.314  0.233
H: -1.494 -0.074 -0.703  0.220
H: 1.014 0.812 -1.270  0.227
H: 0.657 1.546 0.276  0.212

No. 4
Molecular formula: C4H4S
Method: DFT, the ωB97M-V functional and the def2-TZVPD basis

**LUMO level (alpha / beta)**: 0.0005 / -0.0019 Ha
**Frontier orbital gap (alpha / beta)**: 9.1297 / 7.7477 eV
**Total charge**: 0

Each line ends with the natural charge from an NBO analysis.
Positions of all 9 atoms, in Å:
C: -1.183 1.022 -0.492  -0.036
C: -0.782 0.355 0.558  -0.355
C: 1.020 -0.507 -0.923  -0.341
C: 0.385 -0.532 0.417  -0.342
S: 2.031 0.269 0.204  0.236
H: -1.958 1.699 -0.766  0.178
H: -1.247 0.379 1.549  0.217
H: 1.305 -1.276 -1.613  0.216
H: 0.428 -1.409 1.067  0.226

No. 5
Molecular formula: C4H4S
Method: DFT, the ωB97M-V functional and the def2-TZVPD basis

**LUMO level**: -0.0372 Ha
**Frontier orbital gap**: 7.6414 eV
**Total charge**: 0

Each line ends with the natural charge from an NBO analysis.
Positions of all 9 atoms, in Å:
C: -1.190 -1.446 0.002  -0.708
C: -0.504 -0.200 0.154  0.138
C: 0.507 0.727 -0.072  -0.074
C: 1.422 1.713 -0.040  -0.411
S: 1.374 3.061 0.816  0.077
H: -2.201 -1.398 0.140  0.239
H: -0.752 -2.259 0.688  0.258
H: -1.049 -1.742 -1.017  0.248
H: 2.393 1.544 -0.670  0.233

No. 6
Molecular formula: C4H4S
Method: DFT, the ωB97M-V functional and the def2-TZVPD basis

**LUMO level**: 0.0369 Ha
**Frontier orbital gap**: 9.3691 eV
**Total charge**: 0

Each line ends with the natural charge from an NBO analysis.
Positions of all 9 atoms, in Å:
C: 0.906 -0.808 0.579  -0.152
C: 0.751 0.500 0.651  -0.245
C: -0.648 -0.619 -0.711  -0.324
C: -0.393 0.781 -0.299  -0.363
S: -1.921 0.008 0.299  0.180
H: 1.327 -1.742 0.815  0.222
H: 1.350 1.303 1.289  0.216
H: -0.708 -1.109 -1.592  0.214
H: -0.665 1.686 -1.031  0.252

Results for energy relative to the best compared isomer or geometry (same formula, charge and spin): 238.9, 220.5, 277.0, 503.2, 367.4, 439.0 (in kJ/mol, following the order of the records).